# C48H63Cl3GeMnN3O3Si3Te

C48H63Cl3GeMnN3O3Si3Te as an isolated structure at a distorted geometry (the ωB97M-V functional and the def2-TZVPD basis, the Open Molecules 2025 dataset).

Values from the calculation:
Charge   +3
Highest occupied orbital energy (spin up / spin down)   -14.8259 / -14.9109 eV
Orbital gap (spin up / spin down)   5.80 / 5.74 eV
Multiplicity   4
Energy above the lowest of the compared OMol25 structures with the same formula, charge and spin   328.93 kJ/mol

Atoms and positions in Å:
Mn -0.366 0.802 0.170
Cl -2.097 4.214 3.852
C -0.885 2.959 3.949
Cl -1.263 1.796 5.201
Cl 0.715 3.628 4.187
C -0.897 2.230 2.660
N -0.933 1.642 1.700
C -6.109 0.469 0.504
Si -4.531 1.165 1.147
C -4.396 0.898 2.965
C -4.168 2.927 0.707
Ge -2.548 -0.119 0.032
Si -2.906 -2.165 1.355
C -1.710 -3.460 0.798
C -4.641 -2.720 1.033
C -2.642 -1.817 3.173
Si -3.573 -0.134 -2.300
C -4.765 1.251 -2.585
C -4.423 -1.762 -2.424
C -2.079 0.055 -3.399
H -6.852 0.528 1.311
H -6.011 -0.580 0.214
H -6.505 1.028 -0.347
H -5.029 1.661 3.443
H -3.384 1.004 3.359
H -4.779 -0.085 3.253
H -4.634 3.576 1.461
H -4.577 3.197 -0.270
H -3.095 3.129 0.709
H -1.835 -3.716 -0.259
H -1.883 -4.373 1.385
H -0.691 -3.156 0.963
H -4.905 -2.719 -0.030
H -5.358 -2.090 1.575
H -4.761 -3.750 1.406
H -2.164 -0.851 3.364
H -2.017 -2.602 3.622
H -3.601 -1.830 3.701
H -5.382 1.487 -1.716
H -5.444 0.942 -3.395
H -4.252 2.150 -2.912
H -5.354 -1.762 -1.846
H -3.804 -2.605 -2.098
H -4.688 -1.919 -3.479
H -1.184 0.268 -2.824
H -2.245 0.889 -4.094
H -1.909 -0.850 -3.990
C 5.292 3.175 1.449
O 4.121 3.072 0.619
C 3.063 3.849 0.938
C 2.923 4.540 2.129
C 1.813 5.349 2.326
C 0.840 5.464 1.342
C 0.977 4.769 0.151
C 2.088 3.958 -0.051
N 2.453 3.305 -1.286
C 1.875 3.194 -2.424
C 0.503 3.555 -2.732
C 0.272 4.452 -3.784
C -0.997 4.935 -4.025
C -2.046 4.486 -3.232
C -1.830 3.536 -2.241
C -0.565 3.039 -1.996
O -0.322 2.062 -1.100
H 5.104 2.754 2.437
H 5.608 4.214 1.542
H 6.066 2.602 0.956
H 3.686 4.473 2.896
H 1.719 5.910 3.249
H -0.012 6.120 1.485
H 0.244 4.905 -0.626
H 3.397 2.934 -1.222
H 2.515 2.830 -3.225
H 1.113 4.809 -4.374
H -1.168 5.661 -4.812
H -3.046 4.873 -3.400
H -2.635 3.154 -1.633
C 0.954 -6.892 -4.088
C 1.100 -5.823 -3.033
C 0.365 -4.651 -3.082
C 0.477 -3.658 -2.115
C -0.375 -2.424 -2.270
C 1.391 -3.858 -1.083
Te 1.719 -2.607 0.593
N 0.776 -0.798 0.319
C 1.457 0.134 1.083
O 1.711 1.251 0.583
C 1.799 -0.113 2.528
C 0.991 -0.900 3.357
C 1.309 -1.051 4.698
C 2.435 -0.419 5.218
C 3.229 0.384 4.404
C 2.905 0.547 3.066
C 3.615 -1.846 0.078
C 4.567 -2.005 1.084
C 5.845 -1.506 0.908
C 6.154 -0.846 -0.273
C 5.190 -0.673 -1.257
C 3.892 -1.158 -1.113
C 2.888 -0.926 -2.215
C 2.152 -5.053 -0.977
C 3.126 -5.355 0.152
C 1.985 -6.003 -1.968
H 0.301 -6.577 -4.901
H 0.540 -7.804 -3.649
H 1.929 -7.155 -4.505
H -0.332 -4.495 -3.903
H -0.062 -1.866 -3.154
H -0.318 -1.763 -1.418
H -1.421 -2.704 -2.423
H 0.091 -1.349 2.964
H 0.681 -1.660 5.342
H 2.687 -0.546 6.265
H 4.104 0.877 4.817
H 3.504 1.178 2.415
H 4.319 -2.538 1.995
H 6.594 -1.643 1.680
H 7.161 -0.480 -0.440
H 5.454 -0.169 -2.181
H 3.397 -0.672 -3.147
H 2.216 -0.104 -1.956
H 2.285 -1.810 -2.399
H 3.877 -4.571 0.277
H 3.678 -6.269 -0.056
H 2.610 -5.515 1.106
H 2.561 -6.923 -1.912

Forces on the atoms, in the same order (eV/Å):
Mn -0.4 -0.1 -3.1
Cl -0.2 0.2 -0.1
C 0.0 -0.2 -0.2
Cl -0.1 -0.3 0.2
Cl -0.2 -0.5 0.5
C -0.1 1.4 2.5
N -0.3 -0.6 -0.8
C -0.5 0.0 -0.1
Si 1.1 -0.4 -0.4
C -0.2 0.1 0.4
C -0.2 0.4 0.1
Ge -2.0 -0.4 0.2
Si 0.3 0.5 0.1
C -0.4 -0.7 -0.3
C -0.4 -0.1 -0.1
C 0.1 -0.1 0.3
Si 0.9 0.5 0.3
C -0.4 0.1 0.0
C -0.2 -0.5 0.1
C -0.1 0.0 -0.5
H 0.1 -0.1 -0.1
H -0.1 0.2 0.0
H -0.1 -0.1 0.2
H 0.1 -0.2 0.0
H -0.1 0.0 0.0
H 0.0 0.2 0.0
H 0.1 0.0 -0.2
H 0.1 0.0 0.1
H 0.0 0.1 0.0
H 0.1 0.0 0.1
H 0.1 0.1 -0.1
H 0.3 0.1 0.1
H 0.0 -0.1 0.3
H 0.1 -0.2 -0.1
H 0.1 0.2 -0.1
H -0.1 -0.2 0.0
H -0.1 0.1 -0.1
H 0.2 0.0 0.0
H 0.2 0.0 -0.3
H 0.1 0.1 0.1
H 0.0 0.1 0.0
H 0.1 0.0 -0.2
H -0.1 0.1 -0.1
H 0.0 0.0 0.1
H 0.1 0.0 0.0
H 0.1 -0.1 0.1
H 0.0 0.2 0.0
C -0.1 0.0 -0.1
O 0.4 -0.1 0.2
C 0.2 0.0 0.1
C 0.1 0.2 0.1
C 0.3 0.4 -0.4
C 0.0 0.1 0.0
C 0.1 -0.1 -0.2
C -0.1 -0.1 -0.6
N -0.1 0.4 0.8
C -0.3 0.0 -0.4
C 0.4 0.2 -0.3
C 0.3 0.0 0.0
C -0.1 0.1 -0.1
C -0.1 -0.1 0.1
C -0.3 0.0 0.0
C -0.1 -0.3 0.5
O -0.2 0.0 -0.2
H 0.0 0.0 0.0
H 0.0 0.0 0.0
H 0.0 -0.1 -0.1
H -0.1 0.0 -0.1
H 0.1 0.0 -0.2
H 0.1 -0.1 0.0
H -0.1 0.0 0.0
H 0.2 0.1 0.1
H 0.0 0.0 0.0
H -0.1 -0.1 0.1
H 0.0 -0.1 0.1
H 0.1 -0.1 0.0
H -0.2 0.0 0.0
C 0.1 0.1 0.2
C 0.0 -0.2 -0.2
C -0.1 -0.1 -0.2
C 0.0 0.2 0.1
C 0.1 -0.4 -0.2
C 0.0 -0.4 0.0
Te 0.2 -0.1 -0.3
N 0.4 0.3 0.4
C 1.9 -0.4 1.2
O -0.3 -0.6 0.4
C 0.0 0.1 -0.2
C 0.1 0.2 -0.1
C 0.0 0.0 0.1
C 0.0 0.0 0.0
C 0.1 0.0 0.0
C 0.1 0.0 -0.1
C -0.2 0.3 0.1
C -0.1 0.0 0.0
C 0.1 0.0 0.1
C 0.1 0.0 0.0
C 0.0 0.0 0.0
C 0.0 -0.1 0.0
C 0.1 0.1 0.1
C 0.1 0.2 0.2
C -0.3 0.2 -0.1
C 0.0 -0.1 -0.1
H 0.0 0.0 0.1
H 0.0 0.1 0.0
H -0.1 0.0 0.0
H 0.1 0.0 0.1
H 0.0 0.0 0.0
H -0.1 0.1 0.1
H 0.1 0.0 0.0
H -0.1 -0.1 -0.1
H 0.1 0.1 -0.1
H 0.0 0.0 -0.1
H -0.1 -0.1 0.0
H -0.1 -0.1 0.1
H 0.0 0.0 0.0
H -0.1 0.0 -0.1
H -0.1 0.0 0.0
H 0.0 0.0 0.1
H 0.0 0.0 0.1
H -0.1 0.0 0.0
H 0.0 -0.1 0.0
H 0.0 0.0 0.0
H -0.1 0.0 0.0
H 0.0 0.1 0.0
H -0.1 0.1 0.0

Here are the Mulliken charges for atoms 1 to 99, given in e:
1. Mn -0.36
2. Cl -0.04
3. C 0.98
4. Cl -0.02
5. Cl -0.04
6. C -1.19
7. N 0.08
8. C -1.33
9. Si 0.31
10. C -0.63
11. C -0.41
12. Ge 0.67
13. Si 0.67
14. C 0.07
15. C -1.23
16. C -1.13
17. Si 0.88
18. C -0.70
19. C -1.30
20. C -0.52
21. H 0.47
22. H 0.27
23. H 0.53
24. H 0.49
25. H -0.09
26. H 0.23
27. H 0.57
28. H 0.38
29. H -0.24
30. H 0.21
31. H 0.67
32. H -0.91
33. H 0.27
34. H 0.29
35. H 0.49
36. H 0.05
37. H 0.50
38. H 0.56
39. H -0.14
40. H 0.45
41. H 0.20
42. H 0.43
43. H 0.30
44. H 0.52
45. H -0.50
46. H 0.57
47. H 0.57
48. C -1.03
49. O -0.45
50. C 0.67
51. C -0.12
52. C -1.53
53. C -0.62
54. C -0.49
55. C 0.16
56. N 0.54
57. C -0.72
58. C 0.90
59. C -0.82
60. C -1.02
61. C -0.92
62. C 0.08
63. C -0.41
64. O -0.77
65. H 0.36
66. H 0.45
67. H 0.25
68. H 0.52
69. H 0.69
70. H 0.52
71. H 0.44
72. H 0.18
73. H 0.59
74. H 0.55
75. H 0.46
76. H 0.52
77. H 0.36
78. C -1.58
79. C 0.26
80. C -0.76
81. C -0.10
82. C 0.17
83. C 1.08
84. Te 1.23
85. N -0.52
86. C 2.04
87. O 0.20
88. C 0.31
89. C 0.73
90. C -0.97
91. C -0.84
92. C -0.83
93. C -0.43
94. C 0.92
95. C -0.60
96. C -0.93
97. C -0.93
98. C -0.88
99. C 0.76

# C5H15N2

An isolated ion of composition C5H15N2 and charge +1 at a distorted geometry (the ωB97M-V functional and the def2-TZVPD basis, the Open Molecules 2025 dataset).

Values from the calculation:
Charge   +1
Highest occupied orbital energy   -14.7777 eV
Orbital gap   12.08 eV
Energy above the lowest of the compared OMol25 structures with the same formula, charge and spin   32.52 kJ/mol
Structure (SMILES)   CC(C)[NH2+]CCN

Atoms and positions in Å:
N 2.288 -0.837 -0.701
C 2.061 -0.163 0.578
C 1.119 1.023 0.297
N 0.056 0.512 -0.649
C -2.050 -0.938 -0.920
C -1.037 -0.242 0.043
C -1.825 0.663 0.975
H 3.117 -0.480 -1.177
H 0.667 -0.153 -1.191
H 2.575 -1.797 -0.521
H 1.616 -0.800 1.336
H 2.942 0.301 1.033
H 0.695 1.501 1.174
H 1.603 1.857 -0.215
H -0.328 1.230 -1.238
H -2.606 -1.624 -0.286
H -2.729 -0.195 -1.327
H -1.431 -1.512 -1.612
H -0.551 -1.067 0.563
H -2.320 1.539 0.543
H -1.273 1.103 1.811
H -2.589 0.078 1.487

Forces on the atoms, in the same order (eV/Å):
N 0.8 -0.7 0.3
C 0.0 1.6 0.1
C -0.2 0.5 -0.4
N 0.4 -0.6 0.8
C 1.6 0.5 0.8
C -1.5 -0.2 0.0
C 0.1 0.4 1.3
H -0.3 0.4 0.1
H -0.4 0.0 -0.3
H -0.4 -0.1 -0.1
H 0.0 -0.4 -0.2
H 0.1 -0.4 -0.1
H -0.2 -0.4 0.1
H 0.3 -0.3 -0.2
H -0.1 0.4 -0.3
H -0.1 -0.1 -0.2
H 0.0 -0.2 -0.5
H -0.7 0.0 -0.5
H 0.2 0.3 0.3
H 0.0 -0.4 -0.6
H 0.4 -0.3 -0.1
H -0.1 -0.1 -0.3

So, what does the Mulliken scheme give us? The charges, in e, come out as:
1. N -0.59
2. C -0.52
3. C -0.67
4. N -0.08
5. C -1.35
6. C 0.31
7. C -1.41
8. H 0.21
9. H 0.51
10. H 0.24
11. H 0.37
12. H 0.38
13. H 0.30
14. H 0.41
15. H 0.40
16. H 0.38
17. H 0.36
18. H 0.42
19. H 0.13
20. H 0.37
21. H 0.40
22. H 0.42